(1)
56
Properties=species:S:1:pos:R:3 method="wB97M-V/def2-TZVPD" energy_ev=-45711.282 molar_mass_g_mol=417.531 smiles="CCOc1ccc(S(=O)(=O)N2CCC[C@@H](C(=O)NCc3ccccn3)C2)cc1C"
C 4.942 4.252 0.372
C 5.791 3.503 -0.652
O 5.804 2.106 -0.431
C 4.736 1.346 -0.782
C 3.609 1.807 -1.455
C 2.585 0.931 -1.777
C 2.688 -0.396 -1.426
C 3.804 -0.870 -0.759
C 4.838 -0.016 -0.430
C 6.061 -0.493 0.287
H 6.946 -0.302 -0.318
H 6.184 0.053 1.220
H 5.994 -1.556 0.497
H 3.848 -1.918 -0.509
S 1.377 -1.545 -1.797
O 1.925 -2.729 -2.392
O 0.344 -0.853 -2.526
N 0.901 -1.952 -0.236
C 0.163 -0.902 0.428
H 0.654 0.043 0.188
C -1.309 -0.857 0.006
C -2.071 0.169 0.831
O -1.707 0.567 1.920
N -3.200 0.605 0.229
H -3.536 0.128 -0.594
C -4.202 1.356 0.942
C -5.510 0.609 1.003
N -5.623 -0.454 0.219
C -6.756 -1.137 0.232
C -7.839 -0.798 1.024
C -7.726 0.317 1.842
C -6.543 1.035 1.834
H -6.413 1.906 2.457
H -8.545 0.618 2.478
H -8.743 -1.386 1.003
H -6.786 -1.995 -0.427
H -3.816 1.541 1.949
H -4.365 2.326 0.453
C -1.941 -2.240 0.222
C -1.145 -3.290 -0.548
C 0.314 -3.268 -0.092
H 0.920 -3.944 -0.695
H 0.390 -3.553 0.962
H -1.567 -4.284 -0.386
H -1.177 -3.066 -1.616
H -2.983 -2.233 -0.106
H -1.924 -2.476 1.290
H -1.359 -0.598 -1.055
H 0.228 -1.058 1.509
H 1.705 1.269 -2.303
H 3.515 2.843 -1.740
H 6.839 3.800 -0.551
H 5.466 3.732 -1.674
H 5.007 5.321 0.189
H 5.306 4.042 1.375
H 3.901 3.945 0.315



(2)
56
Properties=species:S:1:pos:R:3 method="wB97M-V/def2-TZVPD" energy_ev=-45710.468 molar_mass_g_mol=417.531 smiles="CCCNS(=O)(=O)c1ccc(OCC(=O)N2CCN(c3ccccc3)CC2)cc1"
C -1.895 0.782 -7.885
C -2.684 1.586 -6.860
H -3.001 2.535 -7.297
C -1.859 1.887 -5.607
N -1.466 0.706 -4.868
S -0.013 -0.044 -5.247
O 0.784 0.855 -6.028
O -0.280 -1.365 -5.748
C 0.698 -0.184 -3.618
C 0.513 -1.335 -2.880
C 1.046 -1.439 -1.606
C 1.772 -0.373 -1.080
C 1.945 0.792 -1.834
C 1.408 0.884 -3.100
H 1.542 1.764 -3.707
H 2.513 1.602 -1.405
O 2.359 -0.362 0.148
C 2.318 -1.534 0.936
C 0.934 -1.888 1.502
O 0.480 -3.007 1.344
N 0.271 -0.918 2.154
C 0.775 0.378 2.541
H 0.043 1.133 2.232
C 0.933 0.443 4.067
N -0.343 0.158 4.682
C -0.618 0.636 5.964
C 0.366 1.173 6.795
C 0.037 1.690 8.036
C -1.271 1.678 8.482
C -2.257 1.147 7.666
C -1.939 0.639 6.423
H -2.726 0.254 5.792
H -3.285 1.138 7.996
H -1.522 2.078 9.453
H 0.818 2.096 8.662
H 1.400 1.177 6.488
C -0.829 -1.153 4.304
H -0.113 -1.934 4.612
C -0.998 -1.220 2.787
H -1.739 -0.484 2.460
H -1.304 -2.219 2.475
H -1.781 -1.355 4.792
H 1.712 -0.274 4.381
H 1.247 1.452 4.339
H 1.722 0.593 2.053
H 2.670 -2.403 0.369
H 3.014 -1.353 1.762
H 0.885 -2.341 -1.039
H -0.036 -2.152 -3.319
H -2.200 0.017 -4.798
H -0.928 2.384 -5.884
H -2.424 2.538 -4.930
H -3.583 1.035 -6.569
H -2.506 0.581 -8.762
H -1.008 1.331 -8.194
H -1.568 -0.167 -7.466



(3)
56
Properties=species:S:1:pos:R:3 method="wB97M-V/def2-TZVPD" energy_ev=-36904.157 molar_mass_g_mol=401.463
C 5.095 6.276 -1.359
C 5.361 5.001 -0.504
H 6.208 5.182 0.272
H 5.741 4.185 -1.081
O 4.270 4.818 0.006
C 4.288 3.815 0.988
O 5.203 3.212 1.131
N 3.273 3.452 1.641
C 2.065 4.245 1.476
H 2.146 5.133 0.873
C 1.008 3.358 0.990
H 0.143 3.958 0.744
H 1.218 3.148 -0.388
C 0.651 2.086 1.721
N -0.285 1.254 0.920
C -0.329 0.910 -0.168
O 0.494 1.065 -1.115
C -1.493 0.011 -0.555
N -2.373 -0.520 0.321
O -3.299 -1.128 -0.205
C -2.773 -1.410 -1.637
C -1.674 -0.619 -1.618
H -1.081 -0.709 -2.567
C -3.701 -2.264 -2.251
O -2.860 -3.848 -2.437
C -2.780 -4.222 -1.146
C -3.811 -4.512 -0.408
C -3.274 -5.169 1.085
C -2.041 -4.937 1.412
C -1.124 -4.627 0.473
C -1.318 -4.276 -0.751
C -0.233 -3.789 -1.863
H -0.765 -3.601 -2.704
H 0.394 -4.490 -1.973
H 0.179 -2.817 -1.451
H 0.040 -4.798 0.908
H -1.629 -5.510 2.231
H -4.253 -5.285 1.864
C -5.154 -4.616 -0.609
H -5.607 -5.387 -0.004
H -5.858 -3.651 -0.298
H -5.307 -4.540 -1.508
H -3.631 -1.939 -3.456
H -4.728 -2.260 -2.107
H -1.022 1.019 1.571
C 1.853 1.283 1.715
H 1.699 0.485 2.326
C 2.837 2.270 2.355
H 4.068 1.675 2.505
H 2.767 2.624 3.571
H 2.363 1.014 0.805
H 0.305 2.340 2.621
H 1.563 4.361 2.457
H 5.940 6.558 -1.972
H 4.689 7.143 -0.827
H 4.272 6.027 -1.902



(4)
58
Properties=species:S:1:pos:R:3 method="wB97M-V/def2-TZVPD" energy_ev=-49806.792 molar_mass_g_mol=449.529 smiles="CCOC(=O)N1CCN(C(=O)CS(=O)(=O)Cc2nc(-c3ccccc3C)oc2C)CC1"
C -3.388 2.477 -5.948
C -1.965 2.165 -6.387
H -1.459 3.083 -6.703
H -1.953 1.434 -7.198
O -1.212 1.558 -5.338
C -0.699 2.406 -4.417
O -0.770 3.611 -4.490
N -0.111 1.747 -3.390
C 0.126 0.323 -3.350
H -0.441 -0.163 -4.141
H -0.187 -0.061 -2.373
C 1.630 0.052 -3.519
N 2.363 0.766 -2.496
C 2.949 0.261 -1.395
O 3.371 0.982 -0.500
C 3.064 -1.228 -1.234
H 2.938 -1.837 -2.119
H 3.985 -1.485 -0.720
S 1.698 -1.632 -0.055
O 1.524 -3.056 -0.064
O 0.562 -0.835 -0.441
C 2.340 -1.062 1.564
C 1.184 -0.735 2.413
C 0.398 0.386 2.400
O -0.589 0.195 3.304
C -0.377 -1.037 3.829
N 0.671 -1.619 3.320
C -1.282 -1.546 4.838
C -2.326 -0.721 5.265
C -3.223 -1.153 6.220
C -3.086 -2.421 6.762
C -2.055 -3.242 6.342
C -1.139 -2.832 5.383
C -0.041 -3.747 4.955
H -0.122 -4.707 5.460
H -0.071 -3.897 3.878
H 0.926 -3.302 5.179
H -1.957 -4.230 6.769
H -3.783 -2.770 7.510
H -4.025 -0.506 6.541
H -2.423 0.263 4.834
C 0.456 1.642 1.618
H 0.307 2.502 2.270
H 1.417 1.719 1.118
H -0.334 1.639 0.867
H 2.953 -0.193 1.342
H 2.913 -1.889 1.971
C 2.129 2.199 -2.561
H 2.703 2.675 -1.766
C 0.633 2.482 -2.394
H 0.423 3.545 -2.522
H 0.312 2.151 -1.402
H 2.471 2.566 -3.534
H 1.808 -1.019 -3.471
H 1.963 0.424 -4.495
H -3.950 2.875 -6.788
H -3.877 1.576 -5.586
H -3.373 3.217 -5.151



no.,gap between HOMO and LUMO (eV),F_max (Eh/bohr)
1,9.5,0.0209
2,8.7,0.0174
3,8.2,0.3731
4,8.7,0.0256